1:
Entry from the Open Molecules 2025 dataset: a molecular structure, C13H17BrN4O3Rh (ωB97M-V/def2-TZVPD).

```
39
Properties=species:S:1:pos:R:3:nbo_charge:R:1
Rh 0.21279 0.41951 -0.80359 0.646
O 1.63629 -0.00920 1.21703 -0.728
C 1.58120 1.27456 1.82731 -0.102
C 0.20855 1.90268 1.72334 0.194
C -0.20385 2.77504 2.71911 -0.233
C -1.44326 3.38407 2.63008 -0.132
C -2.25408 3.08595 1.54825 -0.245
C -1.78086 2.21342 0.58844 0.068
N -0.57121 1.64172 0.66089 -0.423
H 2.45962 -0.10108 0.72388 0.509
H 2.31295 1.95331 1.38047 0.209
H 1.82082 1.17685 2.88857 0.196
H 0.44988 2.96627 3.55948 0.234
H -1.77463 4.06908 3.39856 0.237
H -3.23822 3.51802 1.44019 0.242
H -2.37395 1.95264 -0.27610 0.226
O -2.45126 -4.98259 1.20260 -0.626
C -1.90070 -3.80999 0.86410 0.380
C -1.46928 -2.86218 1.79133 -0.328
C -0.91726 -1.69358 1.32126 0.089
N -0.77527 -1.40832 0.02009 -0.540
C -1.18966 -2.33192 -0.84453 0.175
Br -0.96250 -1.94313 -2.67856 0.112
C -1.75629 -3.53668 -0.49200 -0.323
H -2.50547 -5.07799 2.16065 0.495
H -1.55775 -3.03246 2.85606 0.233
H -0.56546 -0.93951 2.01101 0.214
H -2.07762 -4.24988 -1.23548 0.259
N 3.65750 -1.10719 -3.13221 -0.808
C 2.59461 -0.34502 -2.79705 0.802
N 2.19216 0.60410 -3.65663 -0.815
O 2.02982 -0.52746 -1.69854 -0.726
H 4.04853 -1.08674 -4.05699 0.403
H 3.84185 -1.91242 -2.56060 0.417
H 2.74390 0.84954 -4.45949 0.404
H 1.55235 1.28426 -3.26600 0.426
C -0.28944 1.69048 -1.98016 -0.453
H -0.78600 1.47892 -2.93608 0.167
H -0.49877 2.71691 -1.65871 0.146
```

Output
gap between HOMO and LUMO (alpha / beta): 8.170 / 8.170 eV
net charge: +1
HOMO (alpha / beta): -0.391 / -0.391 Ha
2S+1: 1

***

2:
Entry from the Open Molecules 2025 dataset: a molecular structure, C13H17BrN4O3Rh (ωB97M-V/def2-TZVPD).

```
39
Properties=species:S:1:pos:R:3:nbo_charge:R:1
Rh 0.26970 0.38219 -1.19025 0.587
O -1.23493 1.81552 -1.80724 -0.695
C -2.52237 1.15939 -1.72535 -0.101
C -2.65418 0.54204 -0.36123 0.176
C -3.86610 0.51120 0.30707 -0.229
C -3.92820 -0.11492 1.54256 -0.138
C -2.77383 -0.66296 2.07665 -0.244
C -1.59928 -0.56873 1.34999 0.075
N -1.54299 0.00446 0.14960 -0.476
H -1.05085 2.01474 -2.73545 0.515
H -2.56473 0.37535 -2.48583 0.215
H -3.31335 1.88758 -1.90190 0.204
H -4.74221 0.97028 -0.13073 0.233
H -4.86276 -0.16172 2.08504 0.236
H -2.77521 -1.14668 3.04284 0.238
H -0.66360 -0.95305 1.73709 0.215
O 4.07125 -4.16554 0.56843 -0.625
C 3.23358 -3.20052 0.16882 0.379
C 1.87615 -3.40535 -0.07501 -0.327
C 1.11914 -2.33449 -0.48233 0.074
N 1.60960 -1.09468 -0.65841 -0.467
C 2.91569 -0.91927 -0.43058 0.174
Br 3.66107 0.78073 -0.71042 0.136
C 3.75959 -1.92887 -0.01500 -0.318
H 3.61584 -5.01176 0.65055 0.495
H 1.41826 -4.37839 0.04205 0.235
H 0.06426 -2.44933 -0.68880 0.225
H 4.80848 -1.74141 0.15607 0.260
N 1.14102 2.81737 2.48059 -0.818
C 0.65396 2.46683 1.26359 0.802
N -0.01598 3.41249 0.56909 -0.828
O 0.80198 1.31544 0.83621 -0.714
H 1.20508 3.77906 2.76255 0.399
H 1.76828 2.16250 2.91361 0.415
H -0.14599 4.34546 0.91383 0.403
H -0.41966 3.15006 -0.31466 0.423
C 0.78801 0.15815 -2.90141 -0.426
H 0.44276 0.80723 -3.71939 0.131
H 1.45250 -0.62037 -3.28223 0.162
```

Output
gap between HOMO and LUMO (alpha / beta): 8.322 / 8.324 eV
net charge: +1
HOMO (alpha / beta): -0.392 / -0.392 Ha
2S+1: 1

***

Least stable structure: 1

***

1:
Entry from the Open Molecules 2025 dataset: a single C3H6N4S molecule (ωB97M-V/def2-TZVPD).

```
14
Properties=species:S:1:pos:R:3:nbo_charge:R:1
N -0.98914 2.01547 -0.04332 -0.650
N -0.24538 0.81364 -0.07939 -0.294
C 1.12920 0.95367 0.02370 0.148
N 1.97612 -0.03993 -0.05546 -0.232
N 1.35982 -1.16871 -0.37618 -0.440
C 0.10637 -1.53337 0.20060 -0.307
C -0.92474 -0.40891 -0.08401 0.123
S -2.57401 -0.69388 -0.11029 -0.117
H -1.39177 2.24349 -0.97261 0.371
H -1.80559 1.94423 0.64795 0.382
H 1.48318 1.95077 0.16083 0.215
H 2.00817 -1.99724 -0.29236 0.371
H -0.31622 -2.45016 -0.27503 0.241
H 0.18398 -1.62908 1.25558 0.189
```

Output
gap between HOMO and LUMO: 8.329 eV
net charge: 0
structure (SMILES): NN1C=NNCC1=S
HOMO: -0.305 Ha
2S+1: 1

***

2:
Entry from the Open Molecules 2025 dataset: 2 unconnected molecules or ions with the total composition C3H6N4S (ωB97M-V/def2-TZVPD).

```
14
Properties=species:S:1:pos:R:3:nbo_charge:R:1
S -1.46586 -1.88323 0.26368 -0.126
N -1.73906 -0.30213 0.25419 -0.080
N -2.86422 0.36323 0.15426 -0.038
N -2.63701 1.66836 0.01247 -0.262
C -1.34849 1.81976 -0.06592 0.150
N -0.78594 0.61791 0.01453 -0.356
H -0.91068 2.79286 -0.12270 0.231
H 0.20253 0.41368 -0.23247 0.461
C 1.99657 -1.09652 0.61973 -0.340
C 1.91318 -0.77809 -0.66469 -0.443
H 1.36724 -1.87685 1.00300 0.221
H 2.27978 -0.36887 1.26596 0.181
H 1.52866 -1.46916 -1.32277 0.201
H 2.46330 0.09905 -1.17928 0.199
```

Output
gap between HOMO and LUMO: 8.311 eV
net charge: 0
structure (SMILES): [S-][n+]1nnc[nH]1.C=C
HOMO: -0.304 Ha
2S+1: 1

***

Least stable structure: 2